The following is a DFT calculation (the ωB97M-V functional and the def2-TZVPD basis) of a molecular structure, C28H29N5OPdSi.

```
65
Properties=species:S:1:pos:R:3:forces:R:3
Pd 0.10996 -0.01230 -0.07175 0.2 -0.1 0.5
C 1.30841 -3.97380 0.76993 -0.1 -0.1 -0.1
C 0.30224 -4.80821 0.22537 0.1 -0.1 0.1
C -0.77119 -4.24404 -0.37563 -0.1 0.1 -0.1
C -0.92582 -2.82055 -0.47908 0.1 -0.1 0.0
N 0.10217 -2.04505 -0.01369 0.1 0.0 0.2
C 1.15320 -2.63477 0.62125 -0.1 0.2 -0.1
N -2.06301 -2.39598 -1.01670 0.0 0.0 0.0
C -2.45276 -1.12814 -1.10729 0.1 0.1 0.0
N -1.79475 -0.00799 -0.66718 -0.2 0.0 -0.4
C -2.47693 1.12429 -1.03793 0.1 -0.1 0.0
N -2.11123 2.39227 -0.87555 0.0 0.0 0.0
C -0.96279 2.80507 -0.34611 0.0 0.1 0.0
C -0.80928 4.22423 -0.20582 -0.1 0.0 -0.1
C 0.30033 4.77455 0.34038 0.1 0.1 0.0
C 1.34442 3.93004 0.78945 -0.1 0.1 0.0
C 1.17806 2.59462 0.62511 -0.1 -0.1 -0.1
N 0.07291 2.01780 0.07239 0.3 0.0 0.1
C -3.69688 0.70398 -1.67655 0.0 0.2 0.0
C -4.76835 1.42806 -2.20950 0.0 0.0 0.0
C -5.80521 0.72161 -2.77725 0.0 -0.1 0.0
C -5.78916 -0.69065 -2.82201 0.0 0.1 0.0
C -4.73649 -1.40812 -2.29938 0.0 0.0 0.0
C -3.68094 -0.69538 -1.72108 0.0 -0.2 0.0
H 2.17346 -4.36638 1.28398 0.0 0.0 0.0
H 0.38102 -5.88538 0.30150 0.0 0.0 0.0
H -1.57800 -4.83261 -0.78918 0.0 0.0 0.0
H 1.88760 -1.95175 1.02000 0.0 0.1 0.0
H -1.63456 4.82268 -0.56554 0.0 0.0 0.0
H 0.38807 5.85005 0.43040 0.0 0.0 0.0
H 2.25466 4.31403 1.22604 0.0 0.0 0.0
H 1.95632 1.90470 0.92576 0.0 0.0 0.0
H -4.77197 2.50965 -2.17117 0.0 0.0 0.0
H -6.64967 1.25275 -3.19814 0.0 0.0 0.0
H -6.62164 -1.21320 -3.27629 0.0 0.0 0.0
H -4.71605 -2.48976 -2.32947 0.0 0.0 0.0
C 2.20269 0.42109 4.49270 0.0 0.0 0.1
C 2.23004 0.01651 3.03647 -0.1 0.0 0.0
O 0.92236 0.02994 2.45539 0.1 0.0 0.1
H 3.20595 0.37559 4.91913 0.0 0.0 0.0
H 1.55155 -0.24017 5.06465 0.0 0.0 0.0
H 1.84270 1.44692 4.60571 0.0 0.0 0.0
H 2.59324 -1.00521 2.92798 0.0 0.0 0.0
H 2.89962 0.66905 2.46655 0.0 0.0 0.0
H 0.45623 0.81211 2.77576 0.0 0.0 -0.1
C 3.64345 -0.30019 -0.62804 0.2 0.0 0.2
Si 2.01192 -0.06157 -1.47664 -0.4 0.1 -0.1
C 1.69727 -1.46304 -2.63798 0.0 -0.3 -0.2
C 2.04728 1.54311 -2.40948 0.0 0.2 -0.1
C 0.92497 1.94977 -3.14160 0.0 0.0 0.1
C 0.92565 3.13975 -3.85015 0.0 0.0 0.0
C 2.05711 3.94763 -3.84786 0.0 0.0 0.0
C 3.18304 3.55924 -3.13890 0.0 -0.1 0.0
C 3.17585 2.36616 -2.42403 -0.1 0.1 0.0
H 4.40215 -0.23260 -1.41493 0.1 0.0 0.1
H 3.72783 -1.28713 -0.17449 0.0 0.0 0.0
H 3.87016 0.45530 0.12660 0.0 0.0 0.0
H 2.46518 -1.44358 -3.41834 -0.1 0.0 0.0
H 0.71916 -1.37307 -3.11448 0.0 0.0 0.0
H 1.73722 -2.42366 -2.12144 0.0 0.0 -0.1
H 0.02508 1.34154 -3.13787 0.0 0.0 0.0
H 0.04135 3.44218 -4.39662 0.0 0.0 0.0
H 2.05741 4.87950 -4.39928 0.0 0.0 0.0
H 4.06625 4.18566 -3.13761 0.0 0.0 0.0
H 4.06370 2.08578 -1.86870 0.0 0.0 0.0
```
Positions in Å, forces in eV/Å.

Values from the calculation:
2S+1: 3
Charge: 0
Calculated total energy: -50362.702 eV
HOMO-LUMO gap (spin up / spin down): 5.387 / 6.439 eV
Energy above the lowest of the compared OMol25 structures with the same formula, charge and spin: 0.0 kcal per mole